Record 1
Entry from the OMol25 dataset: C20H23FN2O4S in the gas phase at a distorted geometry (wB97M-V/def2-TZVPD).

- highest occupied orbital energy (eV) = -9.056
- energy relative to the best compared isomer or geometry (same formula, charge and spin) (eV) = 0.525
- SMILES = O=C1CCN(S(=O)(=O)c2ccccc2)CCN1CCOCc1ccc(F)cc1
- HOMO-LUMO gap (Ha) = 0.349
- spin multiplicity = 1
- total charge = 0

Positions of all 51 atoms, in Å:
O -1.12370 -1.80252 -0.20070
C -0.30289 -0.90549 -0.09629
N -0.55281 0.34678 -0.54059
C 0.40920 1.42464 -0.46077
H -0.09183 2.33942 -0.77871
H 0.75670 1.56921 0.56725
C 1.62963 1.18683 -1.36192
N 2.62562 0.32156 -0.77445
S 3.56572 1.04998 0.41885
O 3.01356 0.85775 1.73309
O 3.80570 2.39476 -0.01350
C 5.07369 0.10039 0.27213
C 5.78154 0.18075 -0.91145
C 6.95680 -0.53948 -1.04349
C 7.40650 -1.32614 0.00674
C 6.68878 -1.39598 1.19022
C 5.51193 -0.67665 1.32633
H 4.92837 -0.69988 2.23336
H 7.04514 -2.00668 2.00570
H 8.32436 -1.88526 -0.09735
H 7.52318 -0.48655 -1.96074
H 5.40487 0.80935 -1.70196
C 2.21813 -1.02924 -0.46395
H 3.10090 -1.51890 -0.04453
C 1.05555 -1.15616 0.52863
H 1.22645 -0.47896 1.36671
H 1.03377 -2.17945 0.90768
H 1.96331 -1.53043 -1.40419
H 2.13618 2.13612 -1.54206
H 1.31536 0.75394 -2.31718
C -1.85640 0.64212 -1.09406
H -1.74597 1.18702 -2.03632
H -2.34217 -0.31531 -1.29296
C -2.72691 1.48309 -0.13990
O -2.82077 0.97819 1.16598
C -3.49316 -0.26507 1.30246
C -4.91281 -0.23820 0.79499
C -5.37801 -1.22386 -0.06562
C -6.68137 -1.19716 -0.53003
C -7.50714 -0.16276 -0.13116
C -7.06895 0.83773 0.71746
C -5.76718 0.78946 1.17996
H -5.39826 1.55784 1.84282
H -7.74154 1.62974 1.00661
F -8.77886 -0.12555 -0.58659
H -7.05817 -1.95881 -1.19423
H -4.71605 -2.02079 -0.37042
H -2.93221 -1.07132 0.81510
H -3.48910 -0.44835 2.38171
H -3.72263 1.58990 -0.59594
H -2.29202 2.47840 -0.01267

Mulliken population analysis, charges in e, atoms 1 to 6: O -0.7192; C 0.8222; N 0.3792; C -0.6729; H 0.4332; H 0.4192

Record 2
Entry from the OMol25 dataset: a molecular structure, C29H31BrN2O3P2STi (wB97M-V/def2-TZVPD).

- highest occupied orbital energy (alpha / beta) (eV) = -5.570 / -7.708
- energy relative to the best compared isomer or geometry (same formula, charge and spin) (eV) = 0.115
- HOMO-LUMO gap (alpha / beta) (Ha) = 0.191 / 0.266
- spin multiplicity = 3
- total charge = 0

Positions of all 70 atoms, in Å:
Ti -0.16039 -0.29892 -0.87789
Br 6.08774 3.53722 -1.87787
C 4.46649 2.55914 -2.00009
C 4.20723 1.81434 -3.14534
C 3.02563 1.09052 -3.20583
C 2.10883 1.08435 -2.16007
O 1.04504 0.27570 -2.25388
C 2.34843 1.89701 -1.01309
C 1.39791 2.09400 0.02728
N 0.18606 1.48559 -0.00404
C -0.93293 2.02917 0.58802
C -0.97869 2.91802 1.64479
C -2.21161 3.36582 2.15460
C -3.40423 2.96126 1.62524
C -3.40461 2.06608 0.52712
C -4.57206 1.61181 -0.11737
C -4.48221 0.75711 -1.18685
C -3.21778 0.32541 -1.60063
N -2.10315 0.72099 -1.02022
C -2.17519 1.59843 0.01946
C 3.56464 2.61336 -0.96400
H 4.91386 1.79445 -3.96240
H 2.79854 0.48814 -4.07760
H 1.60355 2.86032 0.76748
H -0.06181 3.26153 2.10323
H -2.20300 4.05132 2.99327
H -4.34655 3.31719 2.02113
H -5.53780 1.94726 0.24156
H -5.36330 0.40125 -1.70139
H -3.11444 -0.37943 -2.41756
H 3.77274 3.22656 -0.09640
C -1.49921 -3.73805 -2.28744
P -0.45405 -2.28132 -2.61450
C -0.84429 -1.85355 -4.34188
C 1.23021 -2.99269 -2.76090
C 1.79461 -3.35095 -1.38497
P 1.94437 -1.88430 -0.27197
C 2.15280 -2.71651 1.33776
C 3.64829 -1.32442 -0.61327
H -1.34992 -4.51843 -3.03539
H -2.54682 -3.43478 -2.28571
H -1.27758 -4.13018 -1.29454
H -0.63652 -2.68562 -5.01647
H -0.24391 -0.99012 -4.62876
H -1.89730 -1.58386 -4.43001
H 1.84830 -2.22660 -3.23756
H 1.20774 -3.86488 -3.42018
H 2.77857 -3.81745 -1.48131
H 1.14689 -4.07394 -0.88129
H 2.86688 -3.53794 1.25771
H 1.18561 -3.09027 1.67433
H 2.52345 -2.00640 2.07845
H 4.36310 -2.12593 -0.41836
H 3.88243 -0.46774 0.01991
H 3.73974 -0.99498 -1.64767
O -2.11213 2.28574 6.19716
C -0.97302 1.72998 5.71703
O 0.07748 2.00393 6.22692
C -1.10875 0.81564 4.54595
C 0.05734 0.46983 3.86708
C 0.00606 -0.32625 2.74148
C -1.21269 -0.81162 2.25794
S -1.32795 -1.78577 0.78856
C -2.37580 -0.48933 2.95933
C -2.32339 0.31509 4.08382
H -2.86072 2.03857 5.64095
H 1.00009 0.85599 4.23183
H 0.91830 -0.54887 2.20220
H -3.32637 -0.86209 2.60062
H -3.25877 0.52507 4.59251

Mulliken population analysis, charges in e, atoms 1 to 6: Ti -0.4297; Br -0.2192; C -0.0576; C -0.4603; C -0.4246; C 0.1468

Record 3
Entry from the OMol25 dataset: 2 unconnected molecules or ions with the total composition C4H7NO2 at a distorted geometry (wB97M-V/def2-TZVPD).

- highest occupied orbital energy (alpha / beta) (eV) = -6.932 / -6.933
- energy relative to the best compared isomer or geometry (same formula, charge and spin) (eV) = 5.778
- HOMO-LUMO gap (alpha / beta) (Ha) = 0.292 / 0.293
- spin multiplicity = 1
- total charge = 0

Positions of all 14 atoms, in Å:
C -2.03955 0.80316 -0.12243
C 1.16077 -0.86587 0.60822
C 1.28442 -0.47954 -0.85930
C 0.27416 1.23412 0.40029
N -2.29798 -0.40558 -0.17319
O 0.48822 0.16352 1.27533
O 0.87622 0.93396 -0.83455
H -2.69896 1.65073 -0.04626
H 0.74123 -1.81872 0.73205
H 2.26066 -1.06579 1.08904
H 2.25354 -0.57617 -1.30823
H 0.58787 -1.03017 -1.42944
H 0.26285 2.28290 0.84058
H -3.15345 -0.82653 -0.17212

Mulliken population analysis, charges in e, atoms 1 to 6: C -0.1518; C -0.2945; C -0.2816; C -0.0408; N -0.4378; O -0.3156

Record 4
Entry from the OMol25 dataset: C18H19N3O3 in the gas phase at a distorted geometry (wB97M-V/def2-TZVPD).

- highest occupied orbital energy (eV) = -8.386
- energy relative to the best compared isomer or geometry (same formula, charge and spin) (eV) = 2.516
- SMILES = C/C(=N/NC(=O)c1ccoc1C)c1cccc(NC(=O)C2CC2)c1
- HOMO-LUMO gap (Ha) = 0.325
- spin multiplicity = 1
- total charge = 0

Positions of all 43 atoms, in Å:
C -0.72123 4.51468 0.69452
C -0.09783 3.15966 0.55927
N 0.47063 2.69453 1.59506
N 1.06059 1.48605 1.63902
C 1.94113 1.17957 2.65293
O 2.29271 1.96656 3.49756
C 2.40532 -0.22394 2.57624
C 1.63307 -1.35763 2.51967
O 2.42465 -2.44766 2.51914
C 3.70340 -2.02497 2.57513
C 3.75745 -0.67070 2.62596
H 4.62636 -0.04920 2.68404
H 4.46710 -2.77657 2.57729
C 0.15994 -1.54108 2.53264
H -0.24406 -1.61963 1.52356
H -0.31260 -0.69566 3.02559
H -0.08805 -2.45572 3.06611
H 0.95801 0.83087 0.86473
C -0.18307 2.50850 -0.77117
C -0.71491 1.22968 -0.91501
C -0.76795 0.63012 -2.16942
C -0.29877 1.32210 -3.28386
C 0.22857 2.59071 -3.14021
C 0.29245 3.18350 -1.89321
H 0.72470 4.16638 -1.78753
H 0.59250 3.11984 -4.00822
H -0.34932 0.86196 -4.26090
N -1.29037 -0.65226 -2.37480
C -1.56131 -1.61690 -1.44744
O -1.39421 -1.47072 -0.25286
C -2.07531 -2.88419 -2.03518
C -1.64756 -4.17129 -1.37037
C -3.04113 -3.68666 -1.19717
H -3.84424 -4.19602 -1.70677
H -3.30961 -3.26463 -0.24090
H -1.46022 -5.02454 -2.00376
H -0.97589 -4.07890 -0.53066
H -2.21106 -2.89206 -3.10924
H -1.39530 -0.90566 -3.34747
H -1.12143 0.71148 -0.06154
H -1.77896 4.46533 0.43925
H -0.24743 5.22717 0.02224
H -0.60672 4.85790 1.71775

Mulliken population analysis, charges in e, atoms 1 to 6: C -1.2541; C 0.3259; N -0.9636; N 0.3718; C 0.1248; O -0.5922

Record 5
Entry from the OMol25 dataset: a molecular structure, C22H57Cl2N3O18P3V at a distorted geometry (wB97M-V/def2-TZVPD).

- highest occupied orbital energy (eV) = -7.410
- HOMO-LUMO gap (Ha) = 0.283
- spin multiplicity = 1
- total charge = 0

Positions of all 106 atoms, in Å:
O 0.32572 -0.63799 -0.59945
V -0.68064 -0.74113 0.66314
O -2.19319 -0.80740 0.15858
C -1.12064 -5.21482 1.28464
C -0.04183 -4.18618 1.55565
O -0.33042 -2.87443 1.19977
H -0.64755 -6.16557 1.53036
H -1.47372 -5.25025 0.25402
H -1.94822 -4.97153 1.95099
H 0.87834 -4.50947 1.06896
H 0.31357 -4.28605 2.58124
C 6.19948 1.90680 -0.06444
C 4.96582 1.48007 -0.88663
O 5.04019 0.44446 -1.53017
N 3.87186 2.23939 -0.92625
C 2.62456 2.12061 -1.72403
H 6.89845 1.07560 -0.15752
H 5.87098 2.11761 0.95327
H 6.61435 2.82591 -0.47821
H 3.93598 3.08891 -0.38376
H 1.92014 1.31944 -1.50044
H 2.93373 1.91403 -2.74865
H 2.12799 3.07070 -1.92111
C -2.22361 -3.82499 -6.21725
C -1.92049 -2.67965 -5.24561
O -1.66046 -1.58164 -5.64002
N -2.07800 -3.00446 -3.89441
C -1.69329 -2.18050 -2.80534
H -1.31074 -4.39666 -6.38456
H -2.60356 -3.47218 -7.17602
H -2.96711 -4.52580 -5.83757
H -2.39951 -3.94571 -3.71899
H -1.31339 -2.69611 -1.92334
H -2.60779 -1.65480 -2.53068
H -0.94435 -1.47571 -3.16653
C -2.25173 1.35044 -3.11166
C -0.98271 1.81690 -3.77905
O -0.30872 2.68758 -3.25670
N -0.59522 1.18497 -4.90640
C 0.59422 1.52131 -5.69823
H -1.98663 0.97808 -2.12213
H -2.72680 0.51454 -3.62516
H -2.99722 2.13048 -2.95709
H -1.17255 0.53534 -5.42095
H 1.54715 1.70438 -5.20174
H 0.32114 2.45791 -6.18434
H 0.72991 0.74705 -6.45335
C 0.61966 5.11165 0.42585
O 0.33081 3.75778 0.04350
P -0.73552 2.89357 0.90147
O -0.90570 1.48663 0.50567
O -0.15743 3.07891 2.41855
C -0.88709 2.58817 3.53521
O -2.13959 3.72506 0.83693
C -2.76863 4.11683 -0.39607
H 0.60232 5.69441 -0.49512
H 1.58700 5.16376 0.92549
H -0.12024 5.57461 1.07877
H -1.02354 3.53885 4.05067
H -0.33826 1.94219 4.22048
H -1.81172 2.06430 3.29287
H -2.87873 5.19749 -0.48637
H -3.69640 3.54476 -0.38670
H -2.11732 3.87771 -1.23674
C 2.74790 2.43234 2.64412
O 2.62517 1.23014 3.43354
P 2.27508 -0.14936 2.65153
O 0.88037 -0.18818 2.07420
O 3.51060 -0.44921 1.59492
C 3.56801 -1.75758 1.05350
O 2.43636 -1.31318 3.75650
C 1.41768 -1.38028 4.72374
H 3.79451 2.64641 2.42762
H 2.32194 3.24796 3.22844
H 2.26304 2.30315 1.67649
H 3.27634 -1.68543 0.00573
H 2.88332 -2.42346 1.57875
H 4.58703 -2.11339 1.20553
H 1.96482 -1.29465 5.66257
H 0.98243 -2.37958 4.73154
H 0.67528 -0.58294 4.75820
C -3.18302 -3.10409 3.87474
O -2.73475 -2.01943 4.67762
P -2.66325 -0.49793 4.06558
O -1.86036 -0.33930 2.82611
O -4.21807 -0.06563 3.81328
C -4.86265 -0.25569 2.62034
O -2.20136 0.44759 5.30842
C -2.87588 0.39000 6.53371
H -2.87822 -2.96437 2.83759
H -4.27286 -3.08733 3.86759
H -2.74659 -4.02229 4.26783
H -5.82280 -0.73306 2.81617
H -4.30289 -0.87677 1.92105
H -5.12905 0.73487 2.25162
H -3.63655 -0.38971 6.57256
H -3.24918 1.39638 6.72329
H -2.11521 0.25370 7.30241
Cl 1.27706 -2.96425 -4.17273
C 1.97116 -1.49156 -3.49625
C 3.24118 -1.03846 -4.20066
Cl 2.87359 -0.73283 -5.96582
H 2.16174 -1.62579 -2.43147
H 1.25659 -0.66845 -3.49682
H 3.95156 -1.86371 -4.15124
H 3.71682 -0.13079 -3.82916

Mulliken population analysis, charges in e, atoms 1 to 6: O 0.1775; V 0.9217; O -0.4333; C -1.1080; C -0.5927; O -1.1165

Record 6
Entry from the OMol25 dataset: 2 unconnected molecules or ions with the total composition C8H12 at a distorted geometry (wB97M-V/def2-TZVPD).

- highest occupied orbital energy (eV) = -9.049
- energy relative to the best compared isomer or geometry (same formula, charge and spin) (eV) = 4.770
- HOMO-LUMO gap (Ha) = 0.371
- spin multiplicity = 1
- total charge = 0

Positions of all 20 atoms, in Å:
C 0.32261 -1.09723 -0.09841
C 0.19062 -2.13568 -0.79499
C -2.82391 0.23137 -0.15037
C -2.08917 0.49913 0.90085
C -0.17349 -0.28823 0.98488
C 0.89944 0.26797 0.21493
C 0.45837 1.24063 -0.90715
C 2.33637 0.30557 0.70899
H 0.85132 -2.38969 -1.68098
H -0.37049 -3.04778 -0.70928
H -3.81046 0.63403 -0.32967
H -2.46325 -0.52303 -0.92929
H -2.29439 1.25494 1.62284
H -0.29484 -0.64579 2.00669
H -0.01330 0.79693 -1.79949
H 1.42887 1.75509 -1.25598
H -0.26225 2.05327 -0.54350
H 2.78086 1.28510 0.32222
H 2.96330 -0.58940 0.57538
H 2.36379 0.39281 1.86234

Mulliken population analysis, charges in e, atoms 1 to 6: C -0.3313; C -0.5965; C -0.4248; C -0.4503; C -0.5630; C 1.5623

> Which value of total charge does entry 1 give?

0